Formula: C24H45AlN3O2
Source: the Open Molecules 2025 dataset
Level of theory: the ωB97M-V functional and the def2-TZVPD basis

M in g mol⁻¹: 434.6
Total energy in Ha: -1498.56485
Strongest force on any atom in eV/A: 0.8
HOMO energy (spin up / spin down) in eV: -4.7206 / -4.7204
Total charge: -1
Frontier orbital gap (spin up / spin down) in eV: 7.04 / 6.87
2S+1: 3
⟨S²⟩: 2.008

Cartesian coordinates (Å):
C  3.8213  5.1290  0.4336
Al  3.4980  3.2733  -0.3135
C  5.1343  2.8279  -1.4637
C  6.2512  2.1689  -0.9157
C  7.3777  1.8989  -1.6658
C  7.3924  2.2949  -2.9936
C  6.2653  2.9340  -3.4850
N  5.1798  3.1989  -2.7670
H  4.5109  5.6827  -0.2189
H  4.3129  5.0510  1.4144
H  2.9027  5.7165  0.5469
H  3.3878  2.1661  0.8836
H  2.1493  3.2256  -1.2262
H  6.2142  1.8739  0.1315
H  8.2360  1.3857  -1.2348
H  8.2464  2.1143  -3.6404
H  6.2441  3.2508  -4.5295
C  3.7082  -3.3083  1.0297
C  3.3020  -1.8325  1.1470
C  3.5649  -1.3004  2.5577
C  2.6024  -1.8623  3.6037
C  1.1490  -1.6210  3.1968
C  0.8132  -2.1120  1.7837
N  1.8534  -1.6302  0.8170
O  1.6072  -0.4552  0.3765
C  0.6728  -3.6399  1.7604
C  -0.5231  -1.5354  1.3379
C  4.1375  -1.0482  0.1450
H  4.7973  -3.3648  1.0108
H  3.3783  -3.9285  1.8581
H  3.3307  -3.7390  0.1011
H  3.4727  -0.2103  2.5333
H  4.6004  -1.5271  2.8257
H  2.7830  -2.9298  3.7653
H  2.7893  -1.3741  4.5626
H  0.4690  -2.1106  3.9000
H  0.9444  -0.5477  3.2497
H  0.5863  -3.9975  0.7330
H  -0.2367  -3.9192  2.2947
H  1.4939  -4.1645  2.2381
H  -0.5457  -0.4520  1.4189
H  -1.3226  -1.9358  1.9667
H  -0.7346  -1.8025  0.3015
H  3.9055  -1.3488  -0.8783
H  5.1953  -1.2544  0.3254
H  3.9935  0.0274  0.2278
C  -6.9108  1.0128  -2.1027
C  -6.4189  0.7469  -0.6741
C  -5.3988  1.8062  -0.2475
C  -4.0529  1.6668  -0.9593
C  -3.4847  0.2609  -0.7757
C  -4.4544  -0.8589  -1.1650
N  -5.7886  -0.6092  -0.5294
O  -5.8607  -1.0648  0.6646
C  -4.5640  -0.9750  -2.6925
C  -3.9201  -2.1956  -0.6707
C  -7.6459  0.7928  0.2285
H  -7.5856  1.8695  -2.0823
H  -6.1195  1.2585  -2.8016
H  -7.4628  0.1550  -2.4892
H  -5.2380  1.7205  0.8316
H  -5.8309  2.7943  -0.4278
H  -4.1480  1.9098  -2.0210
H  -3.3492  2.3906  -0.5465
H  -2.5744  0.1470  -1.3687
H  -3.1885  0.1372  0.2703
H  -5.3631  -1.6660  -2.9668
H  -3.6256  -1.3703  -3.0810
H  -4.7368  -0.0313  -3.1969
H  -3.7082  -2.1906  0.3952
H  -2.9881  -2.4061  -1.1974
H  -4.6205  -3.0063  -0.8773
H  -8.3482  -0.0002  -0.0326
H  -8.1427  1.7551  0.0935
H  -7.3821  0.6827  1.2762

Löwdin charges, unit e, in atom order: -0.280, 0.239, -0.321, -0.135, -0.123, -0.121, -0.206, 0.025, -0.028, -0.034, -0.036, -0.096, -0.119, 0.080, 0.090, 0.082, 0.087, -0.037, -0.489, -0.129, -0.176, -0.132, -0.490, -0.106, -0.018, -0.035, -0.056, -0.045, 0.082, 0.052, 0.090, 0.120, 0.123, 0.098, 0.109, 0.120, 0.127, 0.091, 0.082, 0.055, 0.081, 0.085, 0.084, 0.096, 0.087, 0.032, -0.034, -0.493, -0.132, -0.164, -0.127, -0.488, -0.105, -0.027, -0.030, -0.047, -0.049, 0.084, 0.057, 0.092, 0.125, 0.123, 0.104, 0.118, 0.131, 0.122, 0.091, 0.088, 0.058, 0.073, 0.085, 0.090, 0.090, 0.085, 0.077